No. 1
The following is a DFT calculation (the ωB97M-V functional and the def2-TZVPD basis) of a 5-piece molecular cluster, C29H56N4O15S overall at a distorted geometry.

Values from the calculation:
- E_tot: -78479.4555 eV
- Structure (SMILES): CC(=O)NCCCC[C@@H](N)COCCCSc1nnco1.CCOC(=O)OC.CCOC(=O)OC.CCOC(=O)OC.CCOC(=O)OC
- F_max: 8.85 eV Å⁻¹
- Gap between HOMO and LUMO: 8.87 eV
- Net charge: 0
- HOMO energy: -9.4 eV

The geometry in XYZ format:
```
105
Properties=species:S:1:pos:R:3:forces:R:3
C -3.56085 -2.29016 1.74265 0.501 0.401 -0.305
C -2.59598 -2.94980 0.54853 -2.678 -3.833 -1.466
O -2.92640 -4.15864 0.08606 2.644 6.984 2.674
N -1.44799 -2.08508 0.07649 -0.857 -2.257 0.607
C -0.17203 -2.86733 -0.14625 1.707 0.220 -0.319
C 0.40375 -3.60383 1.23767 0.406 0.851 -0.566
C 0.18027 -2.65446 2.57127 0.606 -0.587 0.116
C 0.86646 -1.17583 2.35818 0.504 0.016 0.921
C 0.63969 -0.15431 3.66066 0.227 0.580 -1.148
N 1.87897 0.76535 3.64915 -1.531 0.283 -0.709
C -0.65077 0.84807 3.43441 -0.314 -0.808 -0.196
O -1.83728 0.29631 4.11187 0.022 2.567 -0.106
C -2.85588 1.36075 4.25953 -1.040 -0.766 -0.712
C -3.59841 1.61377 2.78635 -0.174 0.695 0.458
C -3.54796 3.22356 2.33573 0.558 -1.501 -0.021
S -4.93673 3.62096 1.08433 0.205 -2.578 -0.312
C -5.25090 1.91775 0.28392 0.875 -1.929 -1.463
N -4.50385 1.23802 -0.86030 -6.339 0.030 6.174
N -5.19874 0.01297 -0.92238 -3.326 -0.198 3.270
C -6.32326 -0.14487 0.09169 4.733 3.933 -2.218
O -6.34242 1.11458 0.86686 3.188 -1.422 -3.722
H -3.13768 -2.56343 2.80900 -0.712 0.504 -2.259
H -4.67172 -2.65697 1.68914 2.331 0.456 -0.164
H -3.54529 -1.11706 1.64754 0.072 -2.374 0.171
H -1.69958 -1.47378 -0.73088 0.039 -0.852 0.967
H -0.21113 -3.60610 -1.06268 -0.067 1.222 1.966
H 0.66427 -2.06142 -0.42072 -1.909 -1.650 0.499
H 1.58332 -3.66301 1.07822 -2.533 -0.044 0.297
H -0.00708 -4.69437 1.34663 0.621 2.211 -0.046
H -0.94640 -2.61931 2.92423 2.335 0.164 -0.926
H 0.78425 -3.19484 3.44784 -1.333 1.236 -1.791
H 2.04558 -1.32042 2.29441 -2.559 0.139 0.141
H 0.54802 -0.62398 1.37224 0.334 -1.175 1.943
H 0.61469 -0.76168 4.66085 -0.225 1.304 -1.895
H 1.88906 1.12054 2.64599 0.150 -0.231 1.762
H 1.69045 1.60338 4.26926 0.265 -1.281 -1.052
H -0.88778 0.92328 2.27857 0.638 -0.073 2.109
H -0.47153 1.93492 3.83857 -0.032 -2.024 -0.601
H -3.67895 0.93962 5.01372 1.977 0.929 -1.644
H -2.43655 2.37068 4.67596 -0.447 -1.915 -0.700
H -4.70536 1.22301 2.93132 2.260 1.018 -0.631
H -3.07260 1.03289 1.91202 -1.050 0.919 1.943
H -3.68311 3.92566 3.26187 0.219 -1.221 -1.959
H -2.54652 3.40148 1.73868 -1.958 -0.169 1.586
H -7.05432 -1.03231 0.31140 1.684 2.147 -0.537
C 4.08885 0.32023 -3.73519 -0.252 0.129 0.192
C 5.24181 -0.48920 -3.16779 -0.311 -0.082 -0.683
O 5.59053 -0.03134 -1.85520 -0.308 -0.428 0.963
C 4.77283 -0.44173 -0.85436 -0.446 0.071 0.003
O 3.79250 -1.15926 -0.97505 1.304 0.904 0.165
O 5.21668 0.10720 0.30491 -0.127 -0.503 -1.207
C 4.38399 -0.16670 1.42849 -0.251 -0.071 0.586
H 4.31524 1.39067 -3.70039 0.101 -0.133 -0.115
H 3.88630 0.03270 -4.77066 0.076 0.024 0.109
H 3.17448 0.17067 -3.15261 0.153 -0.118 -0.099
H 6.12674 -0.34884 -3.79815 0.010 0.066 0.399
H 5.01900 -1.56230 -3.15979 -0.058 0.215 0.183
H 4.20480 -1.24080 1.54048 -0.033 0.206 -0.155
H 3.43795 0.37470 1.32966 0.153 -0.248 -0.055
H 4.89552 0.19146 2.32623 0.044 0.030 -0.359
C 4.87667 -7.59472 1.20857 -0.240 0.227 -0.117
C 6.35656 -7.26335 1.28968 -0.324 -0.392 0.473
O 6.76693 -6.47788 0.16327 0.051 1.112 -0.068
C 6.44074 -5.16273 0.21522 -0.404 0.053 0.251
O 5.84820 -4.60403 1.12474 0.878 -0.707 -1.207
O 6.86278 -4.57769 -0.93449 -0.148 -0.645 0.940
C 6.49403 -3.20623 -1.05266 -0.151 0.522 -0.128
H 4.63863 -8.06415 0.24874 0.126 -0.071 0.155
H 4.58623 -8.27104 2.01735 0.078 0.049 -0.093
H 4.26322 -6.69117 1.28013 0.155 -0.100 0.099
H 6.93719 -8.19177 1.25735 0.060 0.321 -0.265
H 6.60843 -6.75851 2.22933 -0.097 0.102 -0.267
H 6.80802 -2.63119 -0.17571 -0.158 -0.159 -0.077
H 5.41282 -3.12448 -1.20158 0.152 0.031 0.195
H 6.99663 -2.79348 -1.93182 0.040 -0.351 0.129
C -12.94276 -0.17746 -1.32545 0.284 -0.132 -0.166
C -12.98062 1.23491 -0.76848 -0.550 -0.293 -0.299
O -11.72557 1.58202 -0.16971 0.844 0.505 -0.453
C -10.73665 1.91915 -1.03406 -0.077 -0.207 -0.497
O -10.82753 1.95902 -2.25086 0.122 0.022 1.714
O -9.61631 2.17829 -0.31298 -1.027 -0.169 -0.377
C -8.46769 2.45228 -1.11073 0.515 0.237 -0.312
H -12.62399 -0.88724 -0.55546 -0.178 0.119 0.002
H -13.92762 -0.47388 -1.69704 0.088 0.057 0.082
H -12.22640 -0.26025 -2.14876 -0.168 0.120 0.062
H -13.73598 1.29126 0.02298 0.401 0.112 0.053
H -13.26214 1.96596 -1.53500 0.266 -0.122 0.083
H -8.66587 3.24746 -1.83650 -0.062 -0.282 0.054
H -8.14184 1.53870 -1.61774 -0.081 0.200 -0.090
H -7.66452 2.78522 -0.44745 -0.449 -0.094 0.048
C 4.97659 7.71602 -3.21785 -0.063 -0.226 0.263
C 5.82045 7.37401 -4.43332 -0.560 0.402 -0.041
O 6.94549 6.56666 -4.06370 0.057 -1.115 0.002
C 6.67949 5.25524 -3.84424 -0.420 -0.037 0.156
O 5.58827 4.71655 -3.94182 1.495 0.678 0.056
O 7.83368 4.64779 -3.46864 -0.842 0.654 -0.460
C 7.67419 3.27762 -3.11087 0.006 -0.578 0.194
H 5.59299 8.17139 -2.43619 -0.040 0.075 -0.196
H 4.17343 8.40800 -3.48613 0.121 -0.051 -0.006
H 4.52526 6.81879 -2.78294 0.020 0.101 -0.188
H 6.22112 8.29701 -4.86654 0.238 -0.327 0.116
H 5.22782 6.88280 -5.21354 0.148 -0.103 0.242
H 7.16794 2.71466 -3.90152 -0.043 0.187 0.190
H 7.12232 3.20220 -2.16873 -0.046 -0.070 -0.240
H 8.66844 2.84627 -2.96502 -0.098 0.364 -0.075
```
Forces are in eV/Å.

These are the Löwdin partial charges, in e, on atoms 1 to 6: atom 1 (C): -0.04, atom 2 (C): -0.30, atom 3 (O): -0.04, atom 4 (N): -0.03, atom 5 (C): -0.22, atom 6 (C): -0.17

***

No. 2
The following is a DFT calculation (the ωB97M-V functional and the def2-TZVPD basis) of a 5-piece molecular cluster, C29H56NO9PS4 overall at a distorted geometry.

Values from the calculation:
- E_tot: -103514.6223 eV
- Structure (SMILES): COCCCC[PH2](N)Cc1ccc(C)cc1.O=S1(=O)CCCC1.O=S1(=O)CCCC1.O=S1(=O)CCCC1.O=S1(=O)CCCC1
- F_max: 4.49 eV Å⁻¹
- Gap between HOMO and LUMO: 8.40 eV
- Net charge: 0
- HOMO energy: -7.9 eV

The geometry in XYZ format:
```
100
Properties=species:S:1:pos:R:3:forces:R:3
C 3.36764 -3.37140 1.35755 0.649 -0.510 0.655
O 3.94165 -2.29972 0.52919 -1.707 0.064 1.102
C 3.10039 -1.05937 0.60625 0.031 -0.271 -0.547
C 2.96302 -0.51699 -0.93526 -0.671 0.134 0.355
C 1.50927 0.24727 -1.24348 0.953 -0.640 -0.963
C 0.26210 -0.76486 -0.91747 0.645 -0.395 -1.551
P -1.10781 -0.03002 0.19705 0.857 -0.881 0.476
N 0.09055 0.60667 1.40792 -0.422 1.069 -0.597
C -2.39903 -0.82722 -0.96166 -2.014 -1.176 -0.548
C -3.90950 -0.95957 -0.33908 -4.021 -0.484 0.802
C -5.09828 -1.47394 -1.39427 -1.439 0.464 3.191
C -6.66659 -1.72236 -0.97822 3.256 1.343 2.784
C -7.11632 -1.45765 0.58449 3.502 0.586 -1.348
C -8.68922 -1.76470 0.96693 0.683 -0.762 -0.782
C -5.96188 -0.91548 1.62563 0.511 -0.817 -2.881
C -4.36479 -0.66190 1.20712 -2.583 -1.401 -3.159
H 3.10769 -2.91397 2.41665 0.370 -1.204 -2.058
H 2.43698 -3.91419 0.87829 1.599 1.382 0.826
H 4.19670 -4.21617 1.48361 -1.685 1.975 -0.236
H 2.09305 -1.35439 1.12335 1.749 0.899 -1.193
H 3.63930 -0.25436 1.26391 -0.975 -1.517 -1.093
H 3.84441 0.22759 -1.13419 -1.618 -1.500 0.158
H 3.04009 -1.45539 -1.66867 -0.123 2.103 1.656
H 1.52257 0.43735 -2.42197 -0.124 -0.356 2.568
H 1.43687 1.30643 -0.75168 0.163 -2.233 -0.678
H 0.61584 -1.79394 -0.42844 -0.669 2.382 -0.841
H -0.19409 -1.08079 -1.97450 0.909 0.722 2.403
H -1.58643 -0.89772 1.28097 0.293 0.497 -0.734
H -1.63062 1.32293 -0.02288 0.164 -0.924 -0.197
H -0.31120 0.58958 2.37075 0.442 0.370 -1.178
H 0.33078 1.60188 1.12461 -0.300 -1.540 0.961
H -2.43503 -0.25764 -1.99080 -0.089 -1.101 1.894
H -2.03133 -1.94219 -1.17761 -0.857 2.291 0.428
H -4.78925 -1.67087 -2.50965 -0.616 0.428 2.434
H -7.46573 -2.09733 -1.77713 1.973 0.906 1.939
H -9.14713 -0.95742 1.68534 0.940 -1.631 -1.506
H -9.27867 -1.83163 -0.06868 1.269 0.479 2.514
H -8.79586 -2.85683 1.43733 0.414 2.500 -0.752
H -6.29759 -0.73722 2.75516 0.906 -0.384 -2.756
H -3.56539 -0.28455 2.00137 -2.152 -0.928 -1.826
O 5.53656 -1.14376 -4.30946 -0.385 -0.147 -0.121
S 4.77421 -2.32859 -4.64284 -0.392 0.096 -0.175
O 3.39548 -2.26477 -5.08496 0.503 0.351 0.224
C 5.70919 -3.28978 -5.81653 0.339 -0.246 -0.405
C 6.57807 -4.19347 -4.95448 0.267 -0.068 0.048
C 5.66974 -4.69364 -3.83226 0.013 -0.372 0.035
C 4.90457 -3.48774 -3.28968 -0.013 -0.359 0.601
H 6.28728 -2.62894 -6.46467 -0.206 0.059 0.100
H 5.00035 -3.87467 -6.41024 0.031 0.150 0.095
H 6.99868 -5.01960 -5.53518 -0.041 0.142 0.072
H 7.41007 -3.61991 -4.52877 -0.090 -0.057 -0.102
H 4.96234 -5.42832 -4.23572 0.105 0.105 0.046
H 6.24024 -5.18831 -3.03997 -0.128 0.079 -0.111
H 3.90304 -3.76566 -2.95171 0.130 0.267 -0.051
H 5.45011 -3.00014 -2.47709 -0.155 0.056 -0.148
O 5.43301 2.41549 2.26769 0.318 -0.072 0.188
S 6.78909 2.11268 1.86089 0.309 -0.343 0.249
O 7.82299 1.75678 2.81212 -0.629 0.230 -0.052
C 6.73155 0.87045 0.58450 -0.091 -0.374 -0.371
C 6.61055 1.66480 -0.70744 -0.140 0.011 -0.235
C 7.58506 2.83334 -0.56801 0.207 0.031 -0.300
C 7.37964 3.43878 0.81955 0.249 0.630 -0.283
H 5.88958 0.19755 0.75556 0.111 0.056 0.155
H 7.67243 0.31305 0.61742 -0.130 0.090 0.095
H 6.83870 1.04779 -1.58144 -0.096 0.072 0.125
H 5.58880 2.04683 -0.81926 0.099 -0.093 0.008
H 8.61348 2.46360 -0.66060 -0.150 0.045 0.017
H 7.43384 3.58213 -1.35182 0.051 -0.108 0.140
H 8.31320 3.83348 1.22845 -0.261 -0.079 0.130
H 6.61802 4.22325 0.80518 0.058 -0.178 0.119
O -11.12693 0.88839 -3.40234 0.081 -0.273 0.432
S -10.34692 0.75199 -2.19027 0.108 -0.261 -0.117
O -10.41220 -0.43055 -1.35495 -0.349 0.263 -0.546
C -8.64004 1.08808 -2.57654 0.496 0.082 -0.121
C -8.50321 2.59249 -2.39551 0.063 0.231 -0.159
C -9.26679 2.92673 -1.11495 0.228 0.200 0.248
C -10.60975 2.20119 -1.17913 -0.248 0.509 0.464
H -8.41383 0.75508 -3.59091 -0.172 -0.099 0.131
H -8.02084 0.54668 -1.85507 -0.096 -0.001 -0.063
H -7.45409 2.89607 -2.33376 -0.151 -0.071 -0.025
H -8.95844 3.11600 -3.24471 0.082 -0.081 0.070
H -8.69699 2.57209 -0.24748 -0.066 0.031 -0.139
H -9.40628 4.00585 -0.99693 -0.001 -0.177 0.008
H -10.94928 1.89479 -0.18648 -0.071 -0.085 -0.269
H -11.37446 2.81654 -1.66103 0.073 -0.224 -0.010
O -0.62273 1.28083 4.10186 -0.222 -0.149 0.503
S 0.15728 1.14444 5.31393 0.420 -0.515 0.512
O 0.09201 -0.03811 6.14926 -0.317 0.340 -0.589
C 1.86417 1.48052 4.92766 0.497 0.098 -0.229
C 2.00099 2.98493 5.10870 0.087 0.239 -0.127
C 1.23742 3.31917 6.38926 0.216 0.199 0.217
C -0.10554 2.59363 6.32508 -0.288 0.540 0.410
H 2.09038 1.14753 3.91330 -0.149 -0.102 0.090
H 2.48337 0.93912 5.64914 -0.169 0.004 -0.091
H 3.05011 3.28851 5.17045 -0.162 -0.075 -0.072
H 1.54577 3.50844 4.25949 0.099 -0.091 0.065
H 1.80721 2.96453 7.25673 -0.082 0.045 -0.131
H 1.09792 4.39829 6.50728 0.000 -0.183 0.014
H -0.44507 2.28723 7.31773 -0.079 -0.103 -0.286
H -0.87026 3.20898 5.84318 0.072 -0.202 0.000
```
Forces are in eV/Å.

These are the Löwdin partial charges, in e, on atoms 1 to 6: atom 1 (C): -0.14, atom 2 (O): -0.29, atom 3 (C): -0.20, atom 4 (C): -0.15, atom 5 (C): -0.23, atom 6 (C): -0.33

***

> Look up the E_tot of the first one.

-78479.4555 eV

***

> The highest F_max belongs to which entry?

C29H56N4O15S

***

> Look up the net charge of the second one.

0

***

> Which of these has the highest gap between HOMO and LUMO?

C29H56N4O15S